Density functional theory data (ωB97M-V with the def2-TZVPD basis set) for the molecule C5H7Cl2N3.

Element x y z (Å)
N -1.60 -2.90 -0.44
C -2.35 -1.61 -0.50
C -1.95 -0.66 0.68
C -0.61 -0.06 0.46
N 0.54 -0.85 0.55
C 1.49 -0.02 0.15
Cl 3.15 -0.68 -0.15
N 1.10 1.23 -0.03
C -0.28 1.22 0.14
Cl -1.21 2.61 -0.22
H -2.01 -3.59 0.31
H -0.56 -2.70 -0.26
H -3.42 -1.88 -0.50
H -2.10 -1.21 -1.52
H -1.92 -1.22 1.65
H -2.70 0.16 0.90
H 1.72 1.94 -0.50

Output
- electronic energy (eV) = -34813.1757
- Kohn-Sham gap (Eh) = 0.33809
- energy relative to the best compared isomer or geometry (same formula, charge and spin) (kcal per mole) = 0.00
- SMILES string = NCCc1nc(Cl)[nH]c1Cl
- total charge = 0

---

Density functional theory data (ωB97M-V with the def2-TZVPD basis set) for the molecule C5H7Cl2P.

Element x y z (Å)
C -1.40 -1.42 0.59
C -0.44 -0.33 0.28
C -0.49 0.91 0.74
Cl -1.99 1.45 2.05
P 0.78 2.11 0.28
Cl -0.11 2.95 -1.31
C 1.67 0.67 -0.54
C 0.73 -0.55 -0.63
H -2.29 -1.31 -0.02
H -1.69 -1.37 1.63
H -0.95 -2.40 0.38
H 2.53 0.44 0.08
H 2.04 0.99 -1.52
H 1.26 -1.46 -0.35
H 0.36 -0.68 -1.65

Output
- electronic energy (eV) = -39632.0603
- Kohn-Sham gap (Eh) = 0.36250
- energy relative to the best compared isomer or geometry (same formula, charge and spin) (kcal per mole) = 1.16
- SMILES string = CC1=C(Cl)P(Cl)CC1
- total charge = 0

---

Density functional theory data (ωB97M-V with the def2-TZVPD basis set) for the molecule C5H7Cl2P.

Element x y z (Å)
C -0.23 -1.44 -0.52
C 0.48 -0.23 -0.04
C 1.80 -0.17 -0.01
Cl 2.72 -1.53 -0.65
C -0.34 0.98 0.29
C 0.40 2.10 0.93
P -0.21 3.66 0.58
Cl 0.96 4.80 1.64
H 0.41 -2.05 -1.07
H -1.17 -1.35 -1.16
H -0.41 -2.08 0.29
H 2.53 0.63 0.32
H -0.82 1.39 -0.59
H -1.26 0.56 0.83
H 1.01 1.96 1.85

Output
- electronic energy (eV) = -39630.7475
- Kohn-Sham gap (Eh) = 0.32160
- energy relative to the best compared isomer or geometry (same formula, charge and spin) (kcal per mole) = 31.44
- SMILES string = C/C(=C\Cl)C/C=P/Cl
- total charge = 0

---

Density functional theory data (ωB97M-V with the def2-TZVPD basis set) for a structure of composition C5H7Cl3.

Element x y z (Å)
C -0.87 1.77 0.77
C -0.25 0.56 0.70
C -0.27 -0.07 -0.67
C 0.31 -1.51 -1.01
C 1.40 -2.16 -0.23
H -1.00 2.34 1.70
H -1.84 1.76 0.49
H 0.28 0.57 -1.18
H -1.29 0.36 -1.21
H -0.32 -2.02 -1.99
H 1.90 -1.53 0.63
H 1.92 -3.17 -0.49
Cl -0.17 3.03 -0.42
Cl 1.48 0.44 1.17
Cl -1.28 -0.37 1.75

Output
- electronic energy (eV) = -42861.7663
- Kohn-Sham gap (Eh) = 0.37000
- energy relative to the best compared isomer or geometry (same formula, charge and spin) (kcal per mole) = 83.29
- total charge = 0

---

Density functional theory data (ωB97M-V with the def2-TZVPD basis set) for the ion C5H7ClN with charge +1.

Element x y z (Å)
N 1.25 0.67 2.76
C 0.68 0.58 1.45
C 0.05 0.34 0.44
C -0.89 0.09 -0.81
Cl -2.54 0.41 -0.47
C -0.42 0.14 -2.25
C -0.59 -1.19 -1.62
H 0.71 1.19 3.45
H 2.27 0.98 2.78
H 1.34 -0.34 3.05
H 0.47 0.40 -2.72
H -1.19 0.42 -2.93
H -1.44 -1.88 -1.79
H 0.29 -1.80 -1.33

Output
- electronic energy (eV) = -19299.9330
- Kohn-Sham gap (Eh) = 0.33718
- energy relative to the best compared isomer or geometry (same formula, charge and spin) (kcal per mole) = 0.00
- SMILES string = [NH3+]C#CC1(Cl)CC1
- total charge = +1

---

Density functional theory data (ωB97M-V with the def2-TZVPD basis set) for a cluster of 2 separate species, C5H7ClN2O in total.

Element x y z (Å)
O 0.07 -0.24 1.44
C 0.81 -0.62 0.53
N 2.08 -1.21 0.47
C 2.43 -1.44 -0.85
C 1.46 -0.93 -1.64
N 0.50 -0.44 -0.80
H 2.57 -1.71 1.25
H 3.37 -1.98 -1.12
H 1.45 -0.65 -2.67
H -0.33 0.09 -0.96
C -2.03 1.92 0.19
C -2.63 1.27 1.19
Cl -3.27 -0.32 1.22
H -1.95 1.40 -0.80
H -1.84 2.99 0.44
H -2.68 1.85 2.10

Output
- electronic energy (eV) = -22847.6443
- Kohn-Sham gap (Eh) = 0.32557
- energy relative to the best compared isomer or geometry (same formula, charge and spin) (kcal per mole) = 15.17
- SMILES string = O=c1[nH]cc[nH]1.C=CCl
- total charge = 0

---

Density functional theory data (ωB97M-V with the def2-TZVPD basis set) for a cluster of 2 separate species, C5H7ClN2O7 in total.

Element x y z (Å)
C -0.54 1.18 -0.49
C -2.25 -0.79 1.18
C -2.54 -0.02 -0.08
C 0.82 1.09 -1.09
C 1.70 -0.23 0.23
N 0.86 -1.41 0.40
N 3.00 -0.48 -0.65
O -0.76 2.10 0.30
O 0.47 -1.95 -0.58
O 0.58 -1.68 1.56
O 2.90 -1.25 -1.54
O 3.98 0.16 -0.35
O 1.67 2.13 -1.04
O -1.31 0.26 -0.84
Cl 2.28 0.56 1.63
H -2.00 -1.74 0.81
H -1.55 -0.31 1.70
H -3.17 -0.98 1.74
H -3.23 0.85 0.12
H -3.10 -0.73 -0.74
H 0.83 0.48 -2.01
H 1.36 2.74 -0.24

Output
- electronic energy (eV) = -35125.2254
- Kohn-Sham gap (Eh) = 0.34744
- energy relative to the best compared isomer or geometry (same formula, charge and spin) (kcal per mole) = 31.64
- total charge = 0

---

Density functional theory data (ωB97M-V with the def2-TZVPD basis set) for the molecule C5H7ClN4O.

Element x y z (Å)
C -0.43 1.81 -1.70
C 1.03 1.54 -1.99
O 1.67 1.67 -3.01
N 1.69 1.37 -0.76
Cl 3.42 0.71 -0.98
N 1.11 1.01 0.41
C 0.64 -0.35 0.61
C 0.34 -1.07 1.78
C 0.10 -2.35 1.37
N 0.17 -2.33 -0.01
N 0.47 -1.11 -0.43
H -0.61 2.65 -0.89
H -0.75 0.83 -1.40
H -0.85 2.04 -2.68
H 1.60 1.25 1.24
H 0.36 -0.59 2.77
H -0.13 -3.20 2.05
H -0.12 -3.18 -0.48

Output
- electronic energy (eV) = -25826.0151
- Kohn-Sham gap (Eh) = 0.35246
- energy relative to the best compared isomer or geometry (same formula, charge and spin) (kcal per mole) = 10.68
- SMILES string = CC(=O)N(Cl)Nc1cc[nH]n1
- total charge = 0

---

Density functional theory data (ωB97M-V with the def2-TZVPD basis set) for the ion C5H7ClNO with charge +1.

Element x y z (Å)
C 0.83 -1.82 0.05
C -0.62 -1.75 0.12
C 1.67 -0.79 -0.05
C -1.29 -0.66 -0.13
C 0.14 0.96 -0.58
N -0.44 2.00 0.29
O 1.37 0.56 -0.15
Cl -2.81 0.02 -0.01
H 1.26 -2.80 0.15
H -1.13 -2.67 0.41
H 2.74 -0.91 -0.01
H 0.04 1.17 -1.64
H -0.36 2.95 -0.10
H 0.05 1.98 1.20
H -1.45 1.76 0.42

Output
- electronic energy (eV) = -21348.0467
- Kohn-Sham gap (Eh) = 0.33855
- energy relative to the best compared isomer or geometry (same formula, charge and spin) (kcal per mole) = 38.03
- total charge = +1

---

Density functional theory data (ωB97M-V with the def2-TZVPD basis set) for a cluster of 2 separate species, C5H7ClNO in total.

Element x y z (Å)
C 3.12 0.19 0.02
C 2.21 1.17 0.06
C 0.75 0.83 -0.01
C -0.25 1.57 -0.17
C -2.78 -1.39 -0.05
N -1.62 -0.70 0.17
O -0.61 -1.36 0.31
Cl -1.40 2.59 -0.17
H 4.11 0.35 0.05
H 2.94 -0.78 -0.21
H 2.58 2.26 0.06
H 0.74 -0.29 0.16
H -2.77 -2.45 -0.07
H -3.38 -0.84 -0.76
H -3.64 -1.13 0.63

Output
- electronic energy (eV) = -21344.0338
- Kohn-Sham gap (Eh) = 0.29422
- energy relative to the best compared isomer or geometry (same formula, charge and spin) (kcal per mole) = 130.57
- total charge = +1

---

Density functional theory data (ωB97M-V with the def2-TZVPD basis set) for the ion C5H7ClNO4S2 with charge -1.

Element x y z (Å)
C -1.36 -0.14 -3.07
C 2.59 -0.75 2.06
C -1.85 0.76 -1.97
C -1.62 0.00 -0.64
C 1.48 0.21 2.39
N 0.24 0.03 1.97
O -1.71 -0.05 -4.22
O 0.20 -1.02 0.98
O -0.54 -1.01 -2.64
O -0.83 0.55 2.20
S 0.04 -0.74 -0.92
S 1.25 0.76 -0.99
Cl 1.80 1.51 3.42
H 2.14 -1.32 1.25
H 3.37 -0.20 1.55
H 2.97 -1.11 2.97
H -1.41 1.76 -2.19
H -3.00 1.01 -1.91
H -2.36 -0.80 -0.55
H -1.42 0.55 0.30

Output
- electronic energy (eV) = -49169.0891
- Kohn-Sham gap (Eh) = 0.28710
- total charge = -1

---

Density functional theory data (ωB97M-V with the def2-TZVPD basis set) for a structure of composition C5H7F2I2N.

Element x y z (Å)
C 0.45 -0.09 -1.00
C -0.40 0.24 1.05
C -0.98 0.29 -1.22
C -1.67 0.07 0.16
C 1.96 -0.36 0.75
N 0.57 -0.54 0.34
F -1.08 1.61 -1.63
F -1.64 -0.37 -2.24
I -2.17 -2.10 0.49
I -3.20 1.33 0.72
H 0.73 -0.86 -1.67
H 1.24 0.70 -1.33
H -0.18 1.35 0.96
H -0.38 -0.14 2.08
H 1.86 -0.52 1.79
H 2.63 -1.19 0.29
H 2.27 0.58 0.43

Output
- electronic energy (eV) = -28423.6387
- Kohn-Sham gap (Eh) = 0.32487
- energy relative to the best compared isomer or geometry (same formula, charge and spin) (kcal per mole) = 0.00
- total charge = 0